Density functional theory data (wB97M-V/def2-TZVPD) for the molecule C4H13N3.

The orbital gap is 9.220 eV. The SMILES is CNCCNCN. The value obtained for the energy above the lowest of the compared OMol25 structures with the same formula, charge and spin is 36.0 kcal per mole. The HOMO energy comes out at -8.1 eV. The net charge is 0. The spin multiplicity is 1.

Last column: Mulliken charge in e.
Element x y z (Å)
C (2.974, 0.889, -0.707)  -0.873
N (1.594, 0.500, -0.984)  -0.430
C (1.042, -0.341, 0.085)  -0.358
C (-0.185, -1.116, -0.446)  -0.965
N (-1.371, -1.051, 0.376)  -0.224
C (-2.471, -0.160, 0.117)  -0.551
N (-2.777, 0.824, 1.151)  -0.547
H (3.507, -0.020, -0.388)  0.310
H (3.528, 1.163, -1.603)  0.316
H (3.085, 1.537, 0.166)  0.311
H (1.025, 1.343, -0.919)  0.243
H (0.755, 0.241, 0.967)  0.323
H (1.830, -0.974, 0.504)  0.429
H (-0.287, -0.844, -1.497)  0.451
H (0.074, -2.182, -0.525)  0.308
H (-1.393, -1.529, 1.255)  0.182
H (-2.371, 0.404, -0.802)  0.341
H (-3.374, -0.749, 0.019)  0.343
H (-2.981, 0.417, 2.048)  0.194
H (-2.203, 1.649, 1.184)  0.198

Density functional theory data (wB97M-V/def2-TZVPD) for the molecule C4H13N3.

The orbital gap is 9.583 eV. The SMILES is NCCCNCN. The value obtained for the energy above the lowest of the compared OMol25 structures with the same formula, charge and spin is 31.4 kcal per mole. The HOMO energy comes out at -8.6 eV. The net charge is 0. The spin multiplicity is 1.

Last column: Mulliken charge in e.
Element x y z (Å)
N (-3.089, 0.042, -0.404)  -0.615
C (-1.969, -0.773, -1.025)  -0.557
C (-0.649, -0.031, -1.132)  -0.627
C (-0.203, 0.481, 0.235)  -0.619
N (0.736, -0.397, 0.901)  -0.263
C (2.157, -0.391, 0.697)  -0.638
N (2.878, 0.903, 0.726)  -0.659
H (-3.807, 0.214, -1.096)  0.281
H (-2.633, 0.950, -0.321)  0.212
H (-1.873, -1.716, -0.491)  0.257
H (-2.404, -1.014, -2.004)  0.339
H (0.060, -0.767, -1.536)  0.247
H (-0.693, 0.783, -1.856)  0.349
H (-0.972, 0.752, 0.960)  0.578
H (0.304, 1.440, 0.064)  0.257
H (0.458, -0.583, 1.846)  0.237
H (2.567, -1.039, 1.480)  0.375
H (2.232, -0.975, -0.237)  0.347
H (3.846, 0.616, 0.594)  0.265
H (2.901, 1.247, 1.683)  0.236

Density functional theory data (wB97M-V/def2-TZVPD) for the ion C4H13N3 with charge +1.

The orbital gap (spin up / spin down) is 10.353 / 5.183 eV. The value obtained for the energy above the lowest of the compared OMol25 structures with the same formula, charge and spin is 40.6 kcal per mole. The HOMO energy (spin up / spin down) comes out at -13.8 / -13.6 eV. The net charge is +1. As for the expectation value of S²: 0.75. The spin multiplicity is 2.

Last column: Mulliken charge in e.
Element x y z (Å)
N (-1.805, -1.905, -0.634)  -0.528
C (-0.850, -1.544, -1.670)  -0.684
C (-0.112, -0.121, -1.559)  -0.515
N (0.506, -0.132, -0.196)  -0.023
C (1.095, 1.148, 0.264)  -0.715
C (1.008, 1.329, 1.825)  -0.523
N (-0.358, 1.089, 2.282)  -0.496
H (-1.279, -2.331, 0.124)  0.292
H (-2.270, -1.092, -0.240)  0.251
H (-1.425, -1.399, -2.595)  0.368
H (0.033, -2.171, -1.777)  0.415
H (0.687, -0.185, -2.291)  0.340
H (-0.851, 0.676, -1.596)  0.444
H (1.233, -0.853, -0.241)  0.378
H (2.121, 1.155, -0.105)  0.447
H (0.565, 2.019, -0.133)  0.392
H (1.804, 0.657, 2.190)  0.321
H (1.288, 2.350, 2.071)  0.330
H (-0.455, 0.247, 2.823)  0.271
H (-0.933, 1.066, 1.458)  0.235

Density functional theory data (wB97M-V/def2-TZVPD) for a cluster of 2 separate species, C4H13N3 in total.

The orbital gap is 8.897 eV. The value obtained for the energy above the lowest of the compared OMol25 structures with the same formula, charge and spin is 140.8 kcal per mole. The HOMO energy comes out at -19.9 eV. The net charge is +2. The spin multiplicity is 1.

Last column: Mulliken charge in e.
Element x y z (Å)
C (-1.925, 0.103, -0.229)  0.280
C (-0.372, 1.829, 0.559)  -0.997
C (1.491, -0.672, 1.305)  -0.750
C (1.510, -0.278, -1.173)  -0.845
N (-2.405, -0.997, -0.753)  -0.183
N (-0.796, 0.547, 0.118)  0.094
N (0.682, -0.754, 0.015)  -0.238
H (-2.643, 0.985, -0.291)  0.367
H (0.598, 2.130, 0.244)  0.388
H (-0.701, 1.947, 1.701)  0.395
H (-0.786, 2.646, -0.041)  0.418
H (1.009, -1.355, 2.137)  0.347
H (2.584, -1.069, 1.100)  0.376
H (1.519, 0.424, 1.567)  0.364
H (1.945, -1.276, -1.555)  0.415
H (0.890, 0.041, -1.990)  0.367
H (2.354, 0.336, -0.904)  0.394
H (-3.342, -1.172, -0.843)  0.250
H (-1.860, -1.734, -0.938)  0.132
H (0.248, -1.681, -0.030)  0.426

Density functional theory data (wB97M-V/def2-TZVPD) for the ion C4H13N3 with charge +3.

The orbital gap (spin up / spin down) is 11.573 / 8.802 eV. The value obtained for the energy above the lowest of the compared OMol25 structures with the same formula, charge and spin is 30.2 kcal per mole. The HOMO energy (spin up / spin down) comes out at -24.1 / -24.9 eV. The net charge is +3. As for the expectation value of S²: 0.77. The spin multiplicity is 2.

Last column: Mulliken charge in e.
Element x y z (Å)
C (1.592, -0.029, -0.644)  -0.754
C (0.881, 0.053, 0.693)  -0.860
C (-0.609, 0.312, 0.322)  0.640
C (-1.400, -0.847, 0.127)  -0.541
N (-2.821, -0.898, -0.206)  -0.342
N (-1.020, 1.630, 0.335)  -0.246
N (3.119, -0.111, -0.500)  -0.224
H (1.105, -0.805, -1.251)  0.468
H (1.358, 0.899, -1.320)  0.426
H (1.345, 0.820, 1.416)  0.472
H (1.079, -0.867, 1.271)  0.438
H (-0.937, -1.829, 0.353)  0.457
H (-3.338, -0.039, -0.448)  0.369
H (-2.988, -1.645, -0.963)  0.451
H (-3.248, -1.350, 0.790)  0.526
H (-1.992, 1.942, 0.495)  0.297
H (-0.341, 2.110, 0.837)  0.288
H (3.391, -1.002, 0.047)  0.408
H (3.469, 0.709, -0.140)  0.341
H (3.371, -0.217, -1.471)  0.387

Density functional theory data (wB97M-V/def2-TZVPD) for the ion C4H13N3 with charge +3.

The orbital gap (spin up / spin down) is 11.512 / 6.851 eV. The value obtained for the energy above the lowest of the compared OMol25 structures with the same formula, charge and spin is 20.7 kcal per mole. The HOMO energy (spin up / spin down) comes out at -24.7 / -24.7 eV. The net charge is +3. As for the expectation value of S²: 0.77. The spin multiplicity is 2.

Last column: Mulliken charge in e.
Element x y z (Å)
C (-1.947, -0.331, -0.650)  -0.832
C (-0.527, -0.723, -0.173)  -0.572
C (0.130, 0.436, 0.649)  -0.707
N (3.648, 1.368, 0.573)  -0.082
C (2.399, 1.412, 0.255)  0.235
N (1.566, 0.387, 0.647)  0.006
N (-2.899, -1.482, -0.659)  -0.335
H (-1.899, 0.059, -1.666)  0.394
H (-2.431, 0.469, -0.115)  0.482
H (-0.444, -1.691, 0.309)  0.582
H (0.063, -0.846, -1.088)  0.466
H (-0.201, 1.412, 0.303)  0.457
H (-0.212, 0.351, 1.702)  0.326
H (4.205, 2.178, 0.264)  0.356
H (4.105, 0.618, 1.103)  0.315
H (2.021, 2.214, -0.380)  0.392
H (1.973, -0.495, 0.979)  0.383
H (-2.585, -2.292, -1.213)  0.368
H (-3.792, -1.253, -1.122)  0.392
H (-3.172, -1.789, 0.281)  0.376

Density functional theory data (wB97M-V/def2-TZVPD) for a cluster of 2 separate species, C4H13N3O in total.

The orbital gap is 8.992 eV. The SMILES is [H]/N=C\ON.CN(C)C. The value obtained for the energy above the lowest of the compared OMol25 structures with the same formula, charge and spin is 150.8 kcal per mole. The HOMO energy comes out at -8.1 eV. The net charge is 0. The spin multiplicity is 1.

Last column: Mulliken charge in e.
Element x y z (Å)
H (-0.978, 1.750, -0.913)  0.303
N (-0.017, 1.799, -1.271)  -0.742
C (0.728, 1.125, -0.477)  0.140
O (0.543, 1.499, 1.204)  -0.319
N (-0.555, 2.358, 1.437)  -0.537
H (1.815, 1.194, -0.538)  0.377
H (-0.394, 2.722, 2.377)  0.245
H (-0.436, 3.157, 0.803)  0.250
C (-1.068, -0.647, 0.968)  -0.874
N (0.105, -0.843, -0.315)  0.178
C (1.400, -1.400, 0.060)  -1.135
C (-0.471, -1.434, -1.518)  -1.063
H (-0.639, -0.523, 1.957)  0.265
H (-1.685, -1.527, 0.784)  0.391
H (-1.688, 0.180, 0.630)  0.370
H (1.379, -2.489, 0.121)  0.364
H (1.721, -0.952, 1.001)  0.333
H (2.103, -1.177, -0.751)  0.411
H (-1.521, -1.172, -1.661)  0.333
H (-0.407, -2.524, -1.486)  0.363
H (0.064, -1.097, -2.413)  0.348

Density functional theory data (wB97M-V/def2-TZVPD) for the molecule C4H13N3O.

The orbital gap is 9.577 eV. The SMILES is NCNCCNCO. The value obtained for the energy above the lowest of the compared OMol25 structures with the same formula, charge and spin is 59.1 kcal per mole. The HOMO energy comes out at -8.7 eV. The net charge is 0. The spin multiplicity is 1.

Last column: Mulliken charge in e.
Element x y z (Å)
N (3.040, -1.068, -0.813)  -0.590
C (2.476, -0.321, 0.320)  -0.592
N (1.269, -0.823, 0.955)  -0.365
C (0.116, 0.045, 0.883)  -0.611
C (-0.738, -0.309, -0.377)  -0.323
N (-1.383, 0.835, -1.011)  -0.384
C (-2.745, 1.230, -0.694)  -0.310
O (-3.283, 0.585, 0.461)  -0.510
H (3.613, -1.798, -0.420)  0.278
H (2.292, -1.502, -1.336)  0.279
H (2.547, 0.768, 0.265)  0.342
H (3.277, -0.469, 1.065)  0.330
H (1.463, -0.993, 1.930)  0.282
H (0.318, 1.119, 0.813)  0.292
H (-0.530, -0.176, 1.727)  0.311
H (-1.433, -1.077, -0.044)  0.270
H (-0.095, -0.689, -1.167)  0.187
H (-0.814, 1.665, -0.942)  0.264
H (-3.411, 1.067, -1.538)  0.257
H (-2.743, 2.277, -0.391)  0.261
H (-3.236, -0.366, 0.312)  0.334

Density functional theory data (wB97M-V/def2-TZVPD) for a cluster of 3 separate species, C4H13N3O in total.

The orbital gap is 9.830 eV. The SMILES is N=C=N.NCO.CC. The value obtained for the energy above the lowest of the compared OMol25 structures with the same formula, charge and spin is 106.1 kcal per mole. The HOMO energy comes out at -8.9 eV. The net charge is 0. The spin multiplicity is 1.

Last column: Mulliken charge in e.
Element x y z (Å)
N (1.049, 0.470, 1.905)  -0.625
C (1.084, 1.026, 0.756)  0.457
N (1.872, 1.408, -0.130)  -0.641
H (1.835, 0.677, 2.506)  0.218
H (1.516, 1.899, -0.936)  0.288
N (0.458, -1.723, -0.880)  -0.414
C (-0.065, -2.235, 0.356)  -0.360
O (-0.709, -1.194, 1.111)  -0.557
H (1.370, -1.292, -0.786)  0.200
H (0.461, -2.404, -1.624)  0.218
H (0.698, -2.685, 1.007)  0.308
H (-0.830, -2.982, 0.141)  0.306
H (0.006, -0.743, 1.712)  0.453
C (-0.918, 1.303, 0.101)  -0.727
C (-1.123, 1.239, -1.405)  -0.993
H (-0.732, 0.082, 0.490)  0.111
H (-0.609, 2.302, 0.417)  0.472
H (-1.865, 1.209, 0.654)  0.391
H (-0.168, 1.201, -1.933)  0.251
H (-1.656, 0.331, -1.686)  0.294
H (-1.676, 2.108, -1.774)  0.349

Density functional theory data (wB97M-V/def2-TZVPD) for the molecule C4H13N3O.

The orbital gap is 9.733 eV. The SMILES is NCN[C@@H](CN)CO. The value obtained for the energy above the lowest of the compared OMol25 structures with the same formula, charge and spin is 41.6 kcal per mole. The HOMO energy comes out at -8.9 eV. The net charge is 0. The spin multiplicity is 1.

Last column: Mulliken charge in e.
Element x y z (Å)
N (-3.025, -0.034, -1.212)  -0.599
C (-1.677, 0.407, -1.253)  -0.572
N (-0.859, -0.113, -0.153)  -0.391
C (0.569, 0.180, -0.255)  0.509
C (1.070, 0.964, 0.954)  -1.170
N (0.873, 0.217, 2.222)  -0.461
C (1.312, -1.126, -0.457)  -0.809
O (2.728, -0.978, -0.467)  -0.554
H (-3.084, -1.038, -1.318)  0.268
H (-3.492, 0.310, -0.387)  0.236
H (-1.626, 1.499, -1.297)  0.374
H (-1.256, 0.076, -2.206)  0.382
H (-1.261, 0.243, 0.704)  0.294
H (0.791, 0.806, -1.134)  0.198
H (0.658, 1.943, 1.086)  0.395
H (2.137, 1.065, 0.850)  0.411
H (0.268, 0.671, 2.881)  0.245
H (0.711, -0.769, 2.108)  0.218
H (1.025, -1.892, 0.285)  0.274
H (1.094, -1.654, -1.378)  0.402
H (3.044, -0.779, 0.426)  0.349